C5H7FO2 | ωB97M-V/def2-TZVPD

Results
Strongest force on any atom: 2.456 eV/A
SMILES: C[C@@H](C=O)O/C=C\F
LUMO level: 0.9 eV
Kohn-Sham gap: 10.57 eV
Energy relative to the best compared isomer or geometry (same formula, charge and spin): 21.9 kcal per mole
E_HOMO: -9.674 eV

Geometry (Å):
H  2.366  -0.270  -0.608
H  1.764  -0.508  -2.250
H  1.945  1.131  -1.596
C  -0.841  1.041  1.039
C  -0.221  -1.375  -0.457
H  -0.476  0.444  -1.416
C  -1.431  0.419  2.021
H  -2.440  0.717  2.357
F  -0.850  -0.655  2.639
O  0.343  0.750  0.491
H  -1.349  1.902  0.544
C  1.678  0.118  -1.346
O  -0.631  -2.111  -1.293
H  -0.132  -1.646  0.623
C  0.274  0.043  -0.749

Atom charges from the Löwdin analysis, given in e for atoms 1 to 6: atom 1 (H): 0.0856, atom 2 (H): 0.0965, atom 3 (H): 0.0797, atom 4 (C): -0.1886, atom 5 (C): -0.2110, atom 6 (H): 0.1479

---

C5H7FO2 | ωB97M-V/def2-TZVPD

Results
Strongest force on any atom: 3.882 eV/A
SMILES: CC1(C)OC(=O)[C@H]1F
LUMO level: 0.7 eV
Kohn-Sham gap: 11.19 eV
Energy relative to the best compared isomer or geometry (same formula, charge and spin): 7.9 kcal per mole
E_HOMO: -10.456 eV

Geometry (Å):
C  0.205  0.107  0.128
O  -0.764  -2.822  -0.807
H  0.300  -0.278  2.180
F  -2.172  0.093  -0.432
H  2.096  1.258  0.169
C  -0.948  -0.309  -0.917
H  -0.935  0.084  -2.002
C  -0.368  -1.745  -0.647
C  1.300  1.020  -0.477
H  -0.371  1.166  2.003
H  0.955  1.996  -0.724
O  0.688  -1.286  -0.025
C  -0.287  0.257  1.486
H  -1.278  -0.109  1.475
H  1.578  0.569  -1.407

Atom charges from the Löwdin analysis, given in e for atoms 1 to 6: atom 1 (C): -0.3940, atom 2 (O): 0.1918, atom 3 (H): 0.0954, atom 4 (F): -0.0007, atom 5 (H): 0.0702, atom 6 (C): -0.1040

---

C5H7FO2 | ωB97M-V/def2-TZVPD

Results
Strongest force on any atom: 2.299 eV/A
LUMO level: -0.5 eV
Kohn-Sham gap: 8.13 eV
Energy relative to the best compared isomer or geometry (same formula, charge and spin): 42.6 kcal per mole
E_HOMO: -8.668 eV

Geometry (Å):
C  2.670  0.387  -0.274
H  3.713  0.261  -0.504
H  -2.278  -1.567  -0.608
H  1.956  -0.954  -1.758
H  -2.109  1.057  0.689
C  1.724  -0.270  -0.956
C  0.341  -0.192  -0.634
H  -2.477  -0.009  -1.469
H  2.411  1.043  0.540
O  -0.570  -0.756  -1.400
O  -0.151  0.555  0.330
C  -1.844  -0.583  -0.786
C  -1.508  0.165  0.516
F  0.616  -2.108  0.770
H  -1.544  -0.502  1.383

Atom charges from the Löwdin analysis, given in e for atoms 1 to 6: atom 1 (C): 0.1163, atom 2 (H): 0.0741, atom 3 (H): 0.1415, atom 4 (H): 0.1295, atom 5 (H): 0.1332, atom 6 (C): -0.0543

---

C5H7FOS | ωB97M-V/def2-TZVPD

Results
Strongest force on any atom: 1.541 eV/A
SMILES: C=C(F)[C@]1(S)C[C@H]1O
LUMO level: 0.6 eV
Kohn-Sham gap: 10.20 eV
Energy relative to the best compared isomer or geometry (same formula, charge and spin): 26.8 kcal per mole
E_HOMO: -9.563 eV

Geometry (Å):
H  -1.406  0.372  2.087
H  1.150  -0.942  -1.810
S  -0.663  2.058  -0.172
O  -2.295  -0.543  -0.473
H  -0.628  -1.725  -0.051
C  -0.076  0.404  0.248
F  2.210  0.748  0.791
C  1.358  0.132  -0.045
C  -1.036  -0.734  0.133
H  -0.229  2.093  -1.452
H  2.896  -0.708  -1.231
C  -0.661  -0.212  1.485
C  1.849  -0.513  -1.089
H  0.024  -0.843  2.036
H  -2.493  0.413  -0.458

Atom charges from the Löwdin analysis, given in e for atoms 1 to 6: atom 1 (H): 0.1339, atom 2 (H): 0.0822, atom 3 (S): 0.8483, atom 4 (O): -0.0321, atom 5 (H): 0.1525, atom 6 (C): -0.6865

---

C5H7GdO4 | ωB97M-V/def2-TZVPD

Results
Strongest force on any atom: 3.699 eV/A
Multiplicity: 8
LUMO level (alpha / beta): -9.2 / -11.1 eV
Kohn-Sham gap (alpha / beta): 8.26 / 6.23 eV
Net charge: +2
Expectation value of S²: 16.1302
E_HOMO (alpha / beta): -17.444 / -17.332 eV

Geometry (Å):
H  -2.228  -2.548  2.510
O  0.896  0.139  -0.116
O  -3.755  0.146  2.486
C  -2.388  -1.822  1.696
H  -0.149  -1.367  3.122
H  -1.195  -0.591  0.285
C  0.026  -0.797  2.199
H  -0.508  -2.266  0.670
H  -0.185  0.264  2.421
H  2.772  -0.556  0.499
Gd  1.188  2.382  -0.034
C  1.866  -0.044  0.881
H  -2.954  -2.304  0.883
O  2.124  1.169  1.460
C  -3.197  -0.792  2.209
C  -0.844  -1.291  1.047
O  1.375  -0.975  1.858

Atom charges from the Löwdin analysis, given in e for atoms 1 to 6: atom 1 (H): 0.1623, atom 2 (O): -0.3033, atom 3 (O): 0.3923, atom 4 (C): -0.0158, atom 5 (H): 0.1510, atom 6 (H): 0.1039

---

C5H7IN2O | ωB97M-V/def2-TZVPD

Results
Strongest force on any atom: 3.829 eV/A
Multiplicity: 3
LUMO level (alpha / beta): 0.0 / -2.2 eV
Kohn-Sham gap (alpha / beta): 7.02 / 5.92 eV
Energy relative to the best compared isomer or geometry (same formula, charge and spin): 110.6 kcal per mole
Expectation value of S²: 2.0143
E_HOMO (alpha / beta): -7.021 / -8.161 eV

Geometry (Å):
H  1.110  -2.133  -0.378
H  -2.180  1.380  -0.049
C  -1.540  -1.362  -0.116
O  3.403  0.209  2.034
N  0.986  -1.229  0.004
C  -0.064  0.780  -0.199
C  -1.206  1.780  -0.160
H  -1.369  -2.393  -0.486
H  -0.924  2.518  0.544
N  1.955  -0.137  -0.281
H  -1.969  -1.300  0.901
C  -0.242  -0.620  0.018
C  1.350  1.066  -0.245
H  -2.082  -0.771  -0.812
H  -1.105  2.419  -1.089
I  3.877  -0.209  0.315

Atom charges from the Löwdin analysis, given in e for atoms 1 to 6: atom 1 (H): 0.1163, atom 2 (H): 0.0510, atom 3 (C): -0.0158, atom 4 (O): -0.7503, atom 5 (N): 0.0399, atom 6 (C): -0.2631

---

C5H7INO | ωB97M-V/def2-TZVPD

Results
Strongest force on any atom: 4.647 eV/A
LUMO level (alpha / beta): -5.9 / -6.1 eV
Kohn-Sham gap (alpha / beta): 6.67 / 6.50 eV
Net charge: +1
Energy relative to the best compared isomer or geometry (same formula, charge and spin): 142.1 kcal per mole
E_HOMO (alpha / beta): -12.534 / -12.636 eV

Geometry (Å):
H  -2.132  -2.122  -0.823
H  1.630  1.907  0.965
H  2.031  1.605  2.575
C  0.706  0.181  1.741
C  -0.344  0.348  -1.994
N  1.743  1.189  1.643
C  -1.556  -1.217  -0.868
C  0.014  -0.222  0.464
C  -1.284  -0.675  -2.097
O  -0.865  -1.093  0.345
H  -1.950  -0.696  -2.884
H  -0.215  0.454  2.434
H  -0.049  0.332  -0.540
H  0.878  -0.788  2.103
I  1.392  0.798  -3.064

Atom charges from the Löwdin analysis, given in e for atoms 1 to 6: atom 1 (H): 0.1391, atom 2 (H): 0.0669, atom 3 (H): 0.1293, atom 4 (C): -0.1794, atom 5 (C): -0.5376, atom 6 (N): 0.0284

---

C5H7LiO3V | ωB97M-V/def2-TZVPD

Results
Strongest force on any atom: 4.299 eV/A
Multiplicity: 4
LUMO level (alpha / beta): -8.6 / -8.3 eV
Kohn-Sham gap (alpha / beta): 8.69 / 9.00 eV
Net charge: +2
Expectation value of S²: 3.7673
E_HOMO (alpha / beta): -17.250 / -17.286 eV

Geometry (Å):
H  2.627  0.358  0.758
H  3.525  -1.135  -1.114
C  -0.311  0.348  0.405
H  -4.415  0.967  -0.743
H  2.910  -2.010  0.309
C  2.620  -1.359  -0.532
O  0.739  -0.379  0.646
C  -2.949  1.032  0.842
O  -1.304  0.076  1.166
V  1.393  1.392  -1.403
Li  -0.343  -1.696  1.882
H  -2.488  1.980  1.116
C  -3.440  0.767  -0.315
H  1.941  -1.920  -1.191
C  2.032  -0.042  -0.075
O  -0.459  0.869  -0.756
H  -2.078  0.752  -0.994

Atom charges from the Löwdin analysis, given in e for atoms 1 to 6: atom 1 (H): 0.1135, atom 2 (H): 0.0977, atom 3 (C): -0.6704, atom 4 (H): 0.1012, atom 5 (H): 0.0974, atom 6 (C): -0.0834